[1]
The following is a quantum chemistry calculation of 2 unconnected molecules or ions with the total composition C4H10OS, from the Open Molecules 2025 dataset.

Properties
Structure (SMILES): C=CO.CSC
Calculated total energy, Eh: -631.720608
Lowest unoccupied orbital energy, eV: 0.821

Geometry (Å):
C 3.174 0.607 -1.625
S 1.389 0.630 -2.191
C 1.067 2.316 -1.406
H 3.383 -0.494 -1.804
H 3.298 1.176 -0.756
H 3.856 1.039 -2.191
H -0.061 2.561 -1.604
H 1.223 2.074 -0.368
H 1.793 3.021 -1.688
C -2.549 -1.065 1.573
C -2.439 -2.337 2.049
O -3.401 -3.177 2.640
H -1.606 -0.489 1.053
H -3.418 -0.468 1.747
H -1.595 -2.951 1.698
H -4.112 -2.445 2.874

Okay, here come the Löwdin numbers, in e, for every atom: -0.389 0.679 -0.400 0.054 0.012 -0.035 0.070 0.002 0.004 -0.027 -0.290 -0.061 0.108 0.021 0.103 0.148

---

[2]
The following is a quantum chemistry calculation of a molecular structure, C32H35IrN4OPS3, from the Open Molecules 2025 dataset.

Properties
Charge: +3
Calculated total energy, Eh: -3174.095495
Lowest unoccupied orbital energy, eV: -10.199

Geometry (Å):
Ir -0.062 -0.555 0.809
C 3.092 1.202 0.269
C 1.766 1.872 0.374
N 0.567 1.329 0.500
C -0.459 2.281 0.492
C -0.015 3.547 0.391
S 1.690 3.569 0.292
C -1.809 1.767 0.550
C -3.006 2.388 0.542
S -4.260 1.229 0.613
C -3.131 -0.044 0.663
N -1.891 0.395 0.606
C -3.527 -1.474 0.783
H 3.009 0.139 0.079
H 3.668 1.351 1.183
H 3.661 1.646 -0.550
H -0.598 4.455 0.371
H -3.218 3.445 0.507
H -4.261 -1.743 0.024
H -3.961 -1.678 1.763
H -2.654 -2.116 0.674
C 1.185 -0.493 -2.319
P -0.154 -1.228 -1.374
C 0.073 -3.000 -1.257
C 1.308 -3.572 -1.573
C 1.485 -4.939 -1.439
C 0.443 -5.741 -0.978
C -0.783 -5.179 -0.651
C -0.974 -3.812 -0.790
C -1.632 -0.831 -2.283
C -1.930 0.524 -2.479
C -3.012 0.888 -3.255
C -3.803 -0.093 -3.850
C -3.496 -1.435 -3.680
C -2.411 -1.814 -2.901
H 1.162 -0.940 -3.315
H 2.158 -0.663 -1.859
H 1.002 0.577 -2.424
H 2.124 -2.966 -1.942
H 2.432 -5.386 -1.710
H 0.587 -6.810 -0.889
H -1.596 -5.804 -0.303
H -1.947 -3.394 -0.568
H -1.312 1.302 -2.037
H -3.234 1.935 -3.415
H -4.647 0.195 -4.463
H -4.092 -2.195 -4.168
H -2.166 -2.861 -2.818
C 4.645 -3.868 4.641
C 4.339 -2.470 4.116
C 2.963 -1.968 4.531
N 1.870 -2.795 3.971
C 1.354 -2.670 2.783
S 1.938 -1.445 1.683
N 0.342 -3.448 2.334
C -0.712 -4.221 2.977
O -1.780 -4.135 2.429
C -0.397 -5.020 4.166
C -1.358 -5.134 5.169
C -1.103 -5.934 6.270
C 0.088 -6.646 6.351
C 1.032 -6.566 5.332
C 0.795 -5.751 4.239
H 5.654 -4.169 4.363
H 3.958 -4.614 4.233
H 4.577 -3.900 5.730
H 4.424 -2.441 3.025
H 5.071 -1.758 4.501
H 2.799 -0.936 4.227
H 2.854 -2.021 5.613
H 1.524 -3.553 4.553
H 0.081 -3.324 1.365
H -2.291 -4.592 5.082
H -1.837 -6.012 7.060
H 0.276 -7.280 7.207
H 1.939 -7.153 5.384
H 1.508 -5.719 3.421

Okay, here come the Löwdin numbers, in e, for every atom: 0.966 -0.087 -0.584 -0.109 -0.310 -0.258 1.228 -0.349 -0.262 1.212 -0.587 -0.134 -0.035 0.000 0.109 0.107 0.112 0.108 0.107 0.110 0.034 -0.177 0.913 -0.376 -0.067 -0.024 -0.015 -0.039 -0.128 -0.354 -0.103 -0.038 -0.018 -0.028 -0.053 0.094 0.049 0.064 0.110 0.128 0.129 0.131 0.087 0.102 0.125 0.129 0.128 0.106 -0.083 -0.236 -0.174 0.081 -0.662 0.719 0.113 -0.348 0.132 -0.181 0.005 -0.028 -0.022 -0.040 -0.054 0.087 0.060 0.088 0.094 0.125 0.100 0.139 0.140 0.066 0.129 0.125 0.126 0.122 0.121

---

[3]
The following is a quantum chemistry calculation of a molecular structure, C34H36F10N6OSr, from the Open Molecules 2025 dataset.

Properties
Calculated total energy, Eh: -2750.377763
Lowest unoccupied orbital energy, eV: -0.446

Geometry (Å):
Sr -1.338 -0.222 0.558
C -3.681 -2.529 1.069
N -3.469 -1.085 1.067
C -3.622 -0.527 2.412
C -2.639 -1.131 3.405
N -1.275 -1.042 2.905
C -0.303 -1.575 3.656
C -0.379 -2.272 4.899
F -1.567 -2.488 5.511
C 0.721 -2.774 5.568
F 0.533 -3.426 6.719
C 2.008 -2.620 5.084
F 3.068 -3.092 5.754
C 2.148 -1.948 3.885
F 3.361 -1.751 3.352
C 1.042 -1.469 3.224
F 1.276 -0.836 2.036
C -4.349 -0.414 0.108
C -3.912 -0.651 -1.330
N -2.557 -0.160 -1.520
C -2.011 -0.227 -2.737
C -2.494 -0.877 -3.910
F -3.678 -1.532 -3.907
C -1.778 -0.937 -5.090
F -2.286 -1.599 -6.133
C -0.529 -0.352 -5.214
F 0.179 -0.455 -6.349
C -0.033 0.337 -4.121
F 1.161 0.938 -4.197
C -0.760 0.410 -2.958
F -0.240 1.137 -1.936
H -4.647 -2.804 1.515
H -2.889 -3.022 1.632
H -3.651 -2.917 0.053
H -4.640 -0.689 2.794
H -3.451 0.556 2.358
H -2.932 -2.166 3.606
H -2.758 -0.585 4.350
H -4.312 0.662 0.300
H -5.395 -0.737 0.223
H -4.620 -0.128 -1.985
H -4.000 -1.718 -1.562
C 2.459 4.040 1.799
C 2.252 2.627 2.319
N 1.055 2.114 1.693
C -0.076 2.843 1.507
N -1.137 2.217 1.075
C -2.307 3.038 0.796
C -2.444 4.157 1.818
C -1.195 5.014 1.733
N -0.006 4.177 1.776
C 1.227 4.855 2.155
H 2.579 4.004 0.715
H 3.344 4.501 2.236
H 2.160 2.641 3.412
H 3.082 1.972 2.060
H 0.950 1.132 1.519
H -3.196 2.405 0.816
H -2.244 3.463 -0.213
H -2.517 3.717 2.815
H -3.328 4.768 1.634
H -1.157 5.713 2.573
H -1.200 5.599 0.806
H 1.214 5.056 3.233
H 1.253 5.818 1.639
C 5.878 -1.549 -4.281
C 4.539 -1.568 -3.606
C 3.541 -2.442 -4.018
C 2.312 -2.496 -3.385
C 1.284 -3.475 -3.897
C 2.065 -1.649 -2.283
C 0.770 -1.753 -1.638
O 0.385 -1.198 -0.615
C 3.060 -0.725 -1.875
C 2.852 0.253 -0.757
C 4.273 -0.713 -2.542
H 5.861 -2.105 -5.216
H 6.626 -2.001 -3.626
H 6.196 -0.526 -4.487
H 3.723 -3.095 -4.864
H 1.676 -3.997 -4.767
H 0.362 -2.972 -4.197
H 1.036 -4.221 -3.141
H 0.052 -2.394 -2.171
H 1.907 0.782 -0.865
H 3.667 0.975 -0.738
H 2.828 -0.276 0.197
H 5.035 -0.006 -2.236

Okay, here come the Löwdin numbers, in e, for every atom: 1.548 -0.060 -0.398 -0.215 -0.265 -0.118 -0.216 -0.132 0.062 -0.163 0.112 -0.167 0.099 -0.164 0.104 -0.140 0.017 -0.206 -0.251 -0.130 -0.226 -0.133 0.068 -0.169 0.114 -0.174 0.098 -0.168 0.118 -0.175 0.051 0.104 0.088 0.085 0.133 0.107 0.105 0.123 0.102 0.132 0.125 0.101 -0.153 -0.170 0.080 -0.376 -0.069 -0.233 -0.158 -0.158 -0.035 -0.155 0.122 0.117 0.125 0.121 0.083 0.081 0.125 0.122 0.117 0.124 0.128 0.128 0.125 -0.039 -0.241 0.001 -0.188 -0.030 -0.098 -0.161 -0.177 -0.167 -0.026 0.000 0.078 0.090 0.084 0.118 0.082 0.076 0.092 0.130 0.069 0.083 0.083 0.122

---

[4]
The following is a quantum chemistry calculation of a molecular structure, C19H23CsN4OS4, from the Open Molecules 2025 dataset.

Properties
Calculated total energy, Eh: -2644.950104
Lowest unoccupied orbital energy, eV: -0.061

Geometry (Å):
Cs -1.048 -2.672 -0.926
N -1.322 -2.116 3.568
N -2.195 -2.842 2.755
C -1.807 -3.991 2.161
N -0.537 -4.353 2.356
S -2.897 -4.874 1.240
H -1.670 -2.088 4.518
H -1.208 -1.174 3.216
H -3.140 -2.536 2.592
H 0.099 -3.730 2.830
H -0.213 -5.220 1.972
C -3.467 2.758 -1.928
C -3.277 2.490 -0.432
C -4.590 2.745 0.328
C -2.155 3.356 0.152
C -2.921 1.075 -0.247
N -2.642 -0.027 -0.067
H -3.720 3.812 -2.068
H -4.278 2.152 -2.333
H -2.554 2.539 -2.480
H -4.874 3.792 0.204
H -4.471 2.545 1.393
H -5.396 2.120 -0.057
H -2.416 4.408 0.011
H -1.205 3.156 -0.338
H -2.032 3.172 1.220
O 1.302 -1.995 -0.399
C 2.070 -0.891 -0.585
C 1.382 0.104 -1.541
C 0.799 -0.223 -2.732
C 0.263 0.893 -3.428
C 0.467 2.062 -2.761
S 1.273 1.795 -1.270
C 3.417 -1.258 -1.211
C 4.354 -0.510 -1.861
C 5.510 -1.266 -2.213
C 5.410 -2.565 -1.824
S 3.915 -2.886 -1.045
C 2.324 -0.192 0.769
C 1.490 -0.275 1.844
C 1.939 0.467 2.973
C 3.110 1.113 2.730
S 3.661 0.830 1.132
H 0.826 -1.233 -3.113
H -0.218 0.821 -4.395
H 0.204 3.069 -3.053
H 4.229 0.540 -2.100
H 6.363 -0.853 -2.738
H 6.118 -3.370 -1.967
H 0.605 -0.898 1.830
H 1.420 0.494 3.925
H 3.702 1.729 3.392

Okay, here come the Löwdin numbers, in e, for every atom: 1.035 0.048 -0.098 -1.035 0.111 0.502 0.096 0.081 0.122 0.100 0.101 -0.033 -0.591 -0.043 -0.033 -0.168 0.134 0.093 0.092 0.076 0.091 0.089 0.090 0.094 0.054 0.094 -0.603 -0.686 -0.455 -0.166 -0.188 -0.430 1.039 -0.491 -0.148 -0.192 -0.424 1.067 -0.478 -0.135 -0.194 -0.423 1.038 0.105 0.101 0.062 0.109 0.096 0.057 0.084 0.093 0.059

---

Record order is preserved below.
Frontier orbital gap: 9.42; 6.31; 6.29; 7.68 eV
Record order is preserved below.
Relative energy (zero: lowest compared OMol25 entry of this formula, charge and spin): 65.3; 0.0; 15.9; 0.0 kcal per mole